(1)
DFT (the ωB97M-V functional and the def2-TZVPD basis) results for one molecule with the formula C2H6N2OS.

CARTESIAN COORDINATES (ANGSTROEM)
1 S -0.698 -1.454 -0.986
2 C 0.570 -1.659 0.438
3 C 1.018 -0.106 1.054
4 N 0.150 0.919 0.602
5 N 0.864 1.842 -0.171
6 O 0.435 2.174 1.123
7 H -0.956 -0.283 -0.394
8 H 1.408 -2.174 0.113
9 H 0.011 -2.157 1.239
10 H 2.157 0.097 0.999
11 H 0.827 -0.231 2.167
12 H 0.337 2.248 -0.819



(2)
DFT (the ωB97M-V functional and the def2-TZVPD basis) results for a 2-piece molecular cluster, C2H6N2OS overall.

CARTESIAN COORDINATES (ANGSTROEM)
1 C 0.698 2.040 -0.071
2 N 0.548 0.783 -0.079
3 N 1.361 0.057 -0.870
4 H 0.382 2.785 0.713
5 H 1.177 2.584 -1.050
6 H 0.900 -0.708 -1.340
7 H 1.907 0.688 -1.528
8 O -1.054 -2.101 -0.398
9 C -1.646 -2.048 0.643
10 S -1.434 -0.942 1.931
11 H -2.329 -2.791 0.918
12 H -0.510 -0.347 1.132



Stability ranking, top entry: (2); the second entry is 343.7 kJ/mol less favorable.